(1)
Density functional theory data (ωB97M-V/def2-TZVPD) for 11 unconnected molecules or ions with the total composition H21O11.

Total charge: -1
Frontier orbital gap: 9.42 eV
DFT total energy: -22863.1535 eV
Multiplicity: 1
ΔE to the lowest compared entry with this formula, charge and spin: 364.78 kJ/mol

Last column: Löwdin charge in e.
Geometry (Å):
O: -1.938333 2.092228 2.650079  -0.125
H: -1.466344 2.199543 1.828796  -0.061
H: -2.988196 2.195160 2.227215  0.180
O: -0.492170 -2.599116 -1.552878  -0.059
H: -1.471923 -2.628833 -1.429762  0.038
H: -0.127809 -2.169584 -0.768014  0.019
O: -3.771069 -1.174600 -2.601600  -0.067
H: -0.500405 2.878781 1.741612  -0.005
H: 3.679225 0.551241 2.780014  0.028
O: -0.269750 0.208334 -4.100798  -0.053
H: -0.810369 -0.576926 -4.247662  0.025
H: -0.215232 0.269796 -3.142379  0.022
O: 1.072140 -0.882497 1.553420  -0.041
H: 0.711655 -0.412142 0.811638  -0.063
H: 1.995479 2.001575 0.074917  0.017
O: 3.514240 0.017283 3.547502  -0.039
H: 3.311134 -0.855447 3.245979  0.013
H: 1.217801 1.098151 -0.897487  -0.031
O: 2.019450 1.586589 -0.800293  -0.061
H: -3.586718 -0.830497 -1.734675  -0.029
O: 0.486984 2.800844 1.631805  -0.121
H: -2.885705 -0.972156 -2.841791  -0.018
H: 0.416687 1.937836 1.117101  -0.009
O: 2.954347 -1.553895 -0.700573  -0.068
H: 2.695364 -0.796861 -0.100780  0.027
H: 2.345603 -2.159042 -0.344835  -0.026
O: -0.302924 0.651115 0.147061  -0.408
H: 1.136655 -0.641010 2.417459  -0.023
H: -0.891538 0.361735 0.906282  0.008
O: -2.394082 -0.771417 -0.433082  -0.145
H: -1.851129 -1.647297 -0.363369  0.059
H: -1.593060 -0.178897 -0.620903  0.019

Atomic forces in eV per Å
O -5.8 0.4 -1.3
H -0.6 -1.1 -0.6
H 4.5 -0.5 2.1
O -0.9 -0.3 0.0
H 1.3 -0.2 -0.5
H 0.1 0.1 -0.1
O -0.9 -0.3 -0.7
H 2.9 1.6 0.2
H 0.0 0.2 -0.6
O -0.3 -0.1 -0.1
H 0.2 0.1 0.0
H 0.2 0.1 0.1
O 1.9 -4.6 -2.2
H -1.3 2.4 -0.4
H -0.3 -0.1 -0.5
O 0.1 0.5 1.2
H -0.1 -0.7 -0.6
H -1.2 -0.4 0.4
O 1.9 0.7 0.0
H -0.7 0.1 1.8
O -1.5 -0.8 -0.4
H 1.4 0.0 -1.6
H 0.3 0.5 0.0
O 0.5 2.4 0.6
H 0.8 -0.6 -1.2
H -1.1 -1.9 0.5
O -1.4 -0.5 0.9
H -0.3 2.1 3.0
H 1.0 0.5 -1.3
O 2.2 -2.1 0.1
H -2.1 2.6 0.4
H -0.5 0.3 0.7

=====

(2)
Density functional theory data (ωB97M-V/def2-TZVPD) for a molecular structure, H22NeO11.

Frontier orbital gap: 9.96 eV
DFT total energy: -26389.1908 eV
Multiplicity: 1
ΔE to the lowest compared entry with this formula, charge and spin: 73.82 kJ/mol

Last column: Löwdin charge in e.
Geometry (Å):
Ne: 0.394057 -0.594273 0.091783  0.059
O: -1.182853 -1.100343 -3.805237  -0.055
H: -1.292603 -1.598233 -2.995117  0.016
H: -0.304393 -0.725863 -3.739637  -0.003
O: -2.037243 -1.448263 1.603743  -0.029
H: -2.706423 -2.081923 1.862383  0.074
H: -2.307563 -0.630113 2.020633  0.060
O: -0.547653 2.311257 1.474833  -0.015
H: -0.406213 2.884357 2.228353  0.070
H: -1.319843 1.795517 1.707183  0.059
O: 3.367137 -2.616133 1.549393  -0.060
H: 2.612087 -2.028333 1.524373  -0.014
H: 2.994637 -3.477393 1.738363  0.028
O: 0.354797 2.325837 -1.067237  -0.066
H: -0.462603 2.227957 -1.555597  -0.010
H: 0.095027 2.257977 -0.148467  -0.033
O: -2.724923 -0.700353 -1.237997  -0.037
H: -3.630913 -0.986203 -1.355007  0.049
H: -2.445343 -1.116613 -0.422657  -0.009
O: -1.859863 1.856377 -2.733017  -0.042
H: -1.816213 2.224707 -3.615437  0.059
H: -1.730003 0.916387 -2.858637  0.000
O: 0.471867 -2.154733 2.496563  -0.077
H: 0.827787 -1.287073 2.688183  -0.041
H: -0.248103 -1.989693 1.887753  -0.029
O: 1.513327 0.150207 -2.939377  -0.042
H: 1.187297 0.779267 -2.295787  -0.009
H: 1.724627 -0.630003 -2.426687  0.038
O: 1.264247 0.288397 3.204443  -0.030
H: 0.629137 0.978287 3.396623  0.038
H: 1.738617 0.606147 2.436173  0.002
O: 2.552947 0.963567 0.742023  -0.038
H: 2.063637 1.739337 0.468173  0.023
H: 3.231527 0.859967 0.074913  0.064

Atomic forces in eV per Å
Ne -0.1 0.0 -0.1
O -0.4 0.1 -0.3
H -0.2 0.0 0.3
H 0.7 0.2 0.0
O -0.3 0.1 -0.5
H -0.1 -0.3 0.2
H 0.0 0.2 0.2
O 0.0 -0.1 0.4
H 0.1 0.4 0.1
H -0.2 -0.2 -0.1
O 0.6 0.1 -0.2
H -0.4 0.0 0.1
H -0.2 -0.1 0.1
O 1.1 -0.1 -0.2
H -0.7 0.1 -0.6
H -0.2 0.1 0.3
O 0.1 0.1 -0.2
H -0.2 0.0 -0.2
H 0.2 -0.1 0.5
O 0.0 0.5 0.3
H 0.0 0.1 -0.2
H -0.1 -0.8 -0.1
O 0.2 -1.1 -0.2
H 0.1 0.6 0.5
H -0.2 0.0 0.0
O -0.1 -0.3 -0.5
H -0.2 0.6 0.5
H 0.2 -0.2 0.1
O -0.1 0.1 0.5
H -0.1 0.0 0.1
H 0.6 0.2 -0.6
O 0.0 0.0 0.4
H -0.2 0.2 -0.3
H 0.3 -0.1 -0.1

=====

(3)
Density functional theory data (ωB97M-V/def2-TZVPD) for 11 unconnected molecules or ions with the total composition H22O11.

SMILES string: O.O.O.O.O.O.O.O.O.O.O
Frontier orbital gap: 9.20 eV
DFT total energy: -22874.9457 eV
Multiplicity: 1
ΔE to the lowest compared entry with this formula, charge and spin: 633.74 kJ/mol

Last column: Löwdin charge in e.
Geometry (Å):
O: -0.710457 -3.086852 -0.212461  -0.123
H: -0.429304 -4.146841 -0.417045  0.227
H: -1.428283 -3.163304 0.543782  0.161
O: 0.022542 1.985397 1.552911  -0.059
H: -0.764934 2.525426 1.330400  0.100
H: 0.304474 2.422036 2.364792  0.067
O: 1.595684 -2.148027 -1.370781  -0.102
H: 0.786058 -2.531743 -1.001941  -0.039
H: 1.401966 -1.197728 -1.027733  0.029
O: 2.094974 3.534532 0.120918  -0.018
H: 1.316063 3.085528 0.322575  -0.047
H: 2.837549 2.993749 0.362200  0.039
O: 0.950601 -0.033335 0.074798  -0.012
H: 0.834079 0.626260 0.679249  -0.036
H: 0.102524 -0.229702 -0.299490  0.025
O: -0.776651 -1.507764 -3.342771  -0.129
H: -1.286981 -1.132497 -2.591493  -0.048
H: -0.141332 -1.078937 -3.978702  0.067
O: -1.649509 -1.293093 -1.123571  -0.129
H: -1.096757 -2.077352 -1.035454  -0.089
H: -2.636016 -1.424767 -1.497688  0.171
O: 1.221923 1.767099 -2.920201  0.006
H: 2.049393 1.689411 -3.550145  0.127
H: 1.570240 1.718416 -2.176651  -0.149
O: 1.584287 0.798211 3.780559  -0.130
H: 0.993706 0.315636 3.152565  -0.008
H: 0.965848 1.605810 4.109006  0.102
O: -2.556256 0.417311 1.331019  -0.026
H: -2.461857 0.940748 0.482715  0.108
H: -2.930974 -0.409222 0.992028  0.073
O: -0.524188 -0.339568 2.124398  -0.130
H: -0.044162 -0.897578 1.509150  0.023
H: -1.194249 0.272741 1.713060  -0.050

Atomic forces in eV per Å
O -0.2 -7.3 2.9
H -1.1 4.4 0.9
H 2.2 0.3 -2.2
O -1.0 2.3 -0.2
H 0.5 -0.4 -0.1
H 0.4 -0.3 0.1
O -1.0 2.1 0.9
H 0.9 -0.3 -0.4
H 1.5 -2.2 -1.1
O 1.7 1.9 -1.0
H -1.8 -1.5 0.7
H 0.3 -0.5 0.3
O 1.6 -2.5 -3.0
H -0.5 2.9 2.6
H -1.0 0.2 -0.4
O 0.8 -1.1 -2.3
H 1.5 1.1 -1.1
H -1.5 0.1 1.9
O -5.6 3.6 -0.8
H -0.6 -1.1 -0.6
H 3.7 -0.2 1.4
O -2.2 0.4 -12.9
H -2.7 0.3 1.8
H 4.8 -0.7 11.1
O -2.4 2.8 0.7
H 0.0 0.2 0.5
H 2.2 -3.1 -1.0
O -2.1 1.9 -2.6
H -0.4 -0.7 1.2
H 0.3 0.0 0.3
O 0.7 -1.3 1.9
H -0.2 0.2 -0.1
H 1.2 -1.5 0.4

=====

(4)
Density functional theory data (ωB97M-V/def2-TZVPD) for 10 unconnected molecules or ions with the total composition H22O11.

Frontier orbital gap: 6.71 eV
DFT total energy: -22872.7716 eV
Multiplicity: 1
ΔE to the lowest compared entry with this formula, charge and spin: 843.51 kJ/mol

Last column: Löwdin charge in e.
Geometry (Å):
H: 0.547319 -0.628506 -0.963420  0.042
H: 0.389905 0.731577 -0.303542  0.031
H: 3.302322 -0.635003 0.664007  0.078
H: 2.118628 -0.707565 -0.286594  0.030
H: 2.833891 4.882858 1.736158  0.031
H: 2.138305 4.010681 0.703924  0.024
H: -4.263658 0.630297 -0.764640  0.028
H: -4.565547 -0.843688 -0.549523  0.093
H: -2.361445 -0.800665 0.381775  0.048
H: -2.070662 -1.298275 -1.024594  0.068
H: -3.095621 1.338689 -1.653148  0.034
H: -2.163620 2.520737 -1.442959  0.057
H: 0.280270 0.160583 1.460937  0.025
H: -0.943992 0.749791 0.779718  0.040
H: 2.029936 2.098723 3.712198  0.032
H: 1.386992 0.834616 3.165665  0.005
H: 2.697719 0.788519 -1.533012  -0.032
H: 2.686818 0.674353 -3.048561  0.036
H: 1.254062 -3.921109 -2.668651  0.025
H: 0.094525 -4.780011 -3.145939  0.035
H: -1.547510 -3.529687 2.079043  0.033
H: -1.419285 -2.196690 2.797875  0.027
O: -0.063412 0.113291 -0.887679  -0.072
O: 2.660189 -0.080824 0.206252  -0.034
O: 2.848159 4.655618 0.799597  -0.054
O: -3.834391 -0.218468 -0.608698  -0.181
O: -2.721940 -1.358559 -0.316645  -0.097
O: -2.375394 1.648240 -1.092398  -0.053
O: -0.637610 -0.037556 1.243620  -0.068
O: 1.698462 1.235725 3.984866  -0.044
O: 3.153101 1.103098 -2.322098  -0.060
O: 0.838718 -4.260037 -3.469656  -0.061
O: -0.895233 -2.880755 2.366119  -0.070

Atomic forces in eV per Å
H -0.5 0.0 -0.1
H 0.1 -0.1 -0.7
H 0.1 0.1 0.0
H 0.3 -0.2 0.3
H 0.1 0.1 -0.1
H 0.1 0.1 -0.1
H -2.1 1.6 0.1
H 0.0 0.2 -0.1
H 0.4 -0.6 -0.2
H 0.2 -0.2 0.2
H 0.3 -0.1 -0.1
H 0.1 0.0 0.0
H -0.1 -0.3 0.2
H -0.5 -0.1 0.2
H 0.0 -0.1 0.1
H 0.0 0.0 0.2
H 0.3 0.2 0.1
H 0.1 0.2 -0.1
H 0.0 -0.1 -0.1
H 0.0 0.0 -0.1
H 0.1 0.1 -0.1
H 0.1 0.1 -0.1
O 1.2 0.2 -2.8
O -0.3 -0.2 0.3
O -0.1 -0.1 0.2
O -9.4 8.5 -2.5
O 10.0 -10.5 2.8
O 0.3 1.0 -0.2
O -0.5 0.4 2.7
O 0.0 0.1 -0.2
O -0.2 -0.1 -0.3
O 0.0 0.0 0.2
O -0.1 -0.2 0.2

=====

no.,highest occupied orbital energy (eV)
1,-6.64
2,-10.56
3,-9.81
4,-7.17